Record 1
Computed, not measured: 2 unconnected molecules or ions with the total composition C6H18BN3 at a distorted geometry, with ωB97M-V/def2-TZVPD.

```
28
Properties=species:S:1:pos:R:3:forces:R:3:mulliken_charge:R:1
C 1.1639 -3.6285 -0.8682 -0.37 -3.08 0.06 -1.202
C -0.1056 -2.8498 -0.7834 -1.24 3.36 0.47 -0.070
N 0.3335 -1.4462 -0.5620 -1.19 -1.83 -0.39 0.605
B 0.7485 -0.2856 -0.4800 0.99 0.03 0.29 -0.902
N 1.2943 0.9171 -0.0464 0.49 0.99 -0.07 -0.191
C 2.5082 1.6814 -0.3733 0.23 -0.18 1.22 -0.479
C 3.8712 1.0468 0.0029 -0.28 0.45 0.35 -0.941
H 1.7372 -3.5670 0.0395 -0.08 0.04 0.68 0.314
H 1.0231 -4.7209 -1.0981 -0.30 0.74 0.54 0.327
H 1.8679 -3.3854 -1.6104 0.45 1.18 -1.32 0.358
H -0.7626 -2.7207 -1.7147 0.92 -1.18 1.22 0.235
H -0.7707 -3.1022 0.1407 1.15 0.01 -1.80 0.187
H 1.0444 1.0405 0.9156 -0.09 0.31 0.40 0.175
H 2.3764 2.6998 0.0050 0.10 -0.22 0.36 0.322
H 2.6618 1.8383 -1.4004 -0.68 -0.04 -1.72 0.394
H 4.6284 1.7249 -0.4334 -0.11 -0.37 0.28 0.344
H 4.0977 0.9488 1.1114 -0.46 -0.27 -1.42 0.279
H 3.8825 0.1164 -0.5969 0.43 0.10 0.88 0.244
C -3.0237 2.1290 1.5626 0.47 0.31 -0.85 -1.006
C -3.6690 1.3830 0.4334 -2.22 -0.75 -0.45 -0.360
N -2.9480 0.2598 -0.1381 0.20 -1.13 1.25 -0.552
H -2.1788 2.7124 1.2100 0.66 -0.39 -0.19 0.234
H -3.6365 2.9411 1.9421 -0.57 -0.56 0.73 0.330
H -2.7137 1.3169 2.1983 0.26 0.46 1.25 0.312
H -4.6425 0.8431 0.8266 1.56 1.41 -0.66 0.235
H -3.9630 2.0704 -0.3347 -0.37 0.31 -0.60 0.396
H -2.7456 -0.2540 0.7242 0.37 -0.64 -0.81 0.198
H -2.0794 0.2907 -0.6725 -0.30 0.96 0.32 0.217
```
Forces are in eV/Å.

- Kohn-Sham gap (eV) = 9.2
- charge = 0
- HOMO level (eV) = -8.59
- SMILES = CC/N=B/NCC.CCN
- relative energy (zero: lowest compared OMol25 entry of this formula, charge and spin) (kJ/mol) = 219.27
- electronic energy (a.u.) = -428.4866



Record 2
Computed, not measured: a molecular structure, C6H18BeN3O15 at a distorted geometry, with ωB97M-V/def2-TZVPD.

```
43
Properties=species:S:1:pos:R:3:forces:R:3:mulliken_charge:R:1
Be -0.0442 -0.2426 0.1191 -0.28 -0.58 0.35 0.298
N -2.4105 -1.1960 1.5933 1.04 0.04 1.09 0.755
O -2.6113 -2.3776 1.7409 -1.49 -2.30 0.02 -0.751
O -2.6114 -0.4156 2.5247 -1.45 0.85 0.52 -0.655
O -1.7942 -0.8409 0.5817 -2.16 1.35 -2.21 0.022
N 2.0901 0.6259 1.5878 2.17 -0.40 2.58 0.990
O 3.0742 0.3641 2.2901 1.20 0.46 0.23 -0.850
O 1.3787 -0.3410 1.3372 0.03 -1.07 -0.74 -0.330
O 1.8305 1.7798 1.2803 0.78 0.09 2.36 -0.722
N -1.3251 -1.1307 -2.3124 -3.49 -3.38 -1.30 0.689
O -0.6389 -1.5393 -3.2308 2.14 0.36 -1.23 -0.664
O -0.9357 -0.4214 -1.4198 1.76 1.44 0.21 -0.068
O -2.5057 -1.5283 -2.2682 -0.47 0.38 0.11 -0.691
C -1.8271 1.8807 0.5446 0.63 0.66 1.37 -0.775
C -0.8677 1.9500 1.7702 -1.55 0.80 -0.31 -0.557
O -0.5190 0.6338 2.0241 0.28 0.76 -0.29 -0.240
O -0.9777 1.5665 -0.5779 -1.89 1.59 2.79 -0.379
H -2.2956 2.8334 0.2974 -0.08 0.21 0.52 0.559
H -2.5676 1.1265 0.8109 0.01 0.10 -0.69 0.245
H -1.3683 2.3326 2.6596 -0.17 0.55 -0.15 0.566
H 0.0021 2.5312 1.4638 -0.30 0.27 0.53 0.254
H -0.1867 0.4268 2.9006 0.06 0.41 -0.11 0.319
H -1.4034 2.0318 -1.3017 0.06 -0.70 -0.10 0.435
C 0.7729 2.2630 -2.2531 1.38 -1.15 0.50 -0.455
C 1.4725 1.7451 -0.9629 -0.33 1.21 -1.95 -0.340
O 1.3574 0.2909 -0.7838 0.75 7.15 -1.92 -0.083
O 1.5567 1.7902 -3.3634 -0.56 0.51 -0.12 -0.670
H 0.7335 3.3523 -2.2462 0.40 0.08 -0.12 0.468
H -0.2596 1.9165 -2.2971 0.90 -0.17 -0.93 -0.003
H 1.1515 2.2344 -0.0432 -0.48 -0.16 -1.96 0.188
H 2.5399 1.9595 -1.0141 0.08 0.13 -0.35 0.577
H 2.1465 -0.1039 -1.1620 -0.50 0.49 0.24 0.360
H 1.3590 0.8515 -3.3996 -0.10 -0.29 -0.25 0.408
C 0.5523 -2.9170 0.9844 -0.53 0.39 0.03 -0.696
C 0.5267 -2.8409 -0.5805 -1.31 -0.15 1.87 -0.653
O 1.1266 -1.6121 -0.9796 -0.25 -5.83 -0.51 -0.396
O -0.1959 -1.8098 1.5853 2.85 -3.96 -0.12 -0.270
H 1.5776 -2.8675 1.3509 0.27 0.10 -0.15 0.232
H 0.1514 -3.8782 1.3063 -0.32 -0.03 -0.05 0.496
H -0.5048 -2.7776 -0.9270 -0.09 -0.03 0.28 0.140
H 0.8676 -3.7975 -0.9763 0.80 0.29 -0.28 0.531
H 2.0612 -1.7809 -1.1196 0.21 -0.33 0.31 0.361
H -0.4785 -2.0678 2.4658 -0.01 -0.14 -0.08 0.353
```
Forces are in eV/Å.

- Kohn-Sham gap (eV) = 8.0
- charge = -1
- HOMO level (eV) = -5.60
- relative energy (zero: lowest compared OMol25 entry of this formula, charge and spin) (kJ/mol) = 445.98
- electronic energy (a.u.) = -1546.5064



What did the second record say?
Computed, not measured: a molecular structure, C6H18BeN3O15 at a distorted geometry, with ωB97M-V/def2-TZVPD.

```
43
Properties=species:S:1:pos:R:3:forces:R:3:mulliken_charge:R:1
Be -0.0442 -0.2426 0.1191 -0.28 -0.58 0.35 0.298
N -2.4105 -1.1960 1.5933 1.04 0.04 1.09 0.755
O -2.6113 -2.3776 1.7409 -1.49 -2.30 0.02 -0.751
O -2.6114 -0.4156 2.5247 -1.45 0.85 0.52 -0.655
O -1.7942 -0.8409 0.5817 -2.16 1.35 -2.21 0.022
N 2.0901 0.6259 1.5878 2.17 -0.40 2.58 0.990
O 3.0742 0.3641 2.2901 1.20 0.46 0.23 -0.850
O 1.3787 -0.3410 1.3372 0.03 -1.07 -0.74 -0.330
O 1.8305 1.7798 1.2803 0.78 0.09 2.36 -0.722
N -1.3251 -1.1307 -2.3124 -3.49 -3.38 -1.30 0.689
O -0.6389 -1.5393 -3.2308 2.14 0.36 -1.23 -0.664
O -0.9357 -0.4214 -1.4198 1.76 1.44 0.21 -0.068
O -2.5057 -1.5283 -2.2682 -0.47 0.38 0.11 -0.691
C -1.8271 1.8807 0.5446 0.63 0.66 1.37 -0.775
C -0.8677 1.9500 1.7702 -1.55 0.80 -0.31 -0.557
O -0.5190 0.6338 2.0241 0.28 0.76 -0.29 -0.240
O -0.9777 1.5665 -0.5779 -1.89 1.59 2.79 -0.379
H -2.2956 2.8334 0.2974 -0.08 0.21 0.52 0.559
H -2.5676 1.1265 0.8109 0.01 0.10 -0.69 0.245
H -1.3683 2.3326 2.6596 -0.17 0.55 -0.15 0.566
H 0.0021 2.5312 1.4638 -0.30 0.27 0.53 0.254
H -0.1867 0.4268 2.9006 0.06 0.41 -0.11 0.319
H -1.4034 2.0318 -1.3017 0.06 -0.70 -0.10 0.435
C 0.7729 2.2630 -2.2531 1.38 -1.15 0.50 -0.455
C 1.4725 1.7451 -0.9629 -0.33 1.21 -1.95 -0.340
O 1.3574 0.2909 -0.7838 0.75 7.15 -1.92 -0.083
O 1.5567 1.7902 -3.3634 -0.56 0.51 -0.12 -0.670
H 0.7335 3.3523 -2.2462 0.40 0.08 -0.12 0.468
H -0.2596 1.9165 -2.2971 0.90 -0.17 -0.93 -0.003
H 1.1515 2.2344 -0.0432 -0.48 -0.16 -1.96 0.188
H 2.5399 1.9595 -1.0141 0.08 0.13 -0.35 0.577
H 2.1465 -0.1039 -1.1620 -0.50 0.49 0.24 0.360
H 1.3590 0.8515 -3.3996 -0.10 -0.29 -0.25 0.408
C 0.5523 -2.9170 0.9844 -0.53 0.39 0.03 -0.696
C 0.5267 -2.8409 -0.5805 -1.31 -0.15 1.87 -0.653
O 1.1266 -1.6121 -0.9796 -0.25 -5.83 -0.51 -0.396
O -0.1959 -1.8098 1.5853 2.85 -3.96 -0.12 -0.270
H 1.5776 -2.8675 1.3509 0.27 0.10 -0.15 0.232
H 0.1514 -3.8782 1.3063 -0.32 -0.03 -0.05 0.496
H -0.5048 -2.7776 -0.9270 -0.09 -0.03 0.28 0.140
H 0.8676 -3.7975 -0.9763 0.80 0.29 -0.28 0.531
H 2.0612 -1.7809 -1.1196 0.21 -0.33 0.31 0.361
H -0.4785 -2.0678 2.4658 -0.01 -0.14 -0.08 0.353
```
Forces are in eV/Å.

- Kohn-Sham gap (eV) = 8.0
- charge = -1
- HOMO level (eV) = -5.60
- relative energy (zero: lowest compared OMol25 entry of this formula, charge and spin) (kJ/mol) = 445.98
- electronic energy (a.u.) = -1546.5064